{"formula": "C5H6N2O2S", "method": "ωB97M-V/def2-TZVPD", "total_energy_ha": -852.215590, "e_homo_ev": -8.617, "mol_weight_da": 158.18, "de_lowest_kcal_mol": 86.0, "orbital_gap_ev": 9.049, "symbols": ["C", "C", "C", "C", "C", "H", "H", "H", "H", "H", "H", "N", "N", "O", "O", "S"], "xyz": [[2.24350, -0.21836, -0.12864], [-0.04394, -0.06141, -0.00967], [-1.30231, -0.78136, 0.27396], [-2.55331, -0.00443, -0.16588], [0.21284, 1.20884, -0.11638], [3.36471, -1.55887, 0.02137], [4.41589, -0.30909, -0.02783], [-1.19434, -1.71718, -0.23654], [-1.55776, -1.03276, 1.43059], [-3.55101, 1.68750, -0.11172], [-0.52078, 2.18776, -0.02888], [3.46333, -0.79305, -0.21014], [1.13805, -0.91016, 0.07129], [-2.66920, 1.13858, 0.50995], [-3.39022, -0.36933, -0.98285], [1.94456, 1.53332, -0.28865]]}

***

{"formula": "Cl4O2TlV", "method": "ωB97M-V/def2-TZVPD", "total_energy_ha": -3107.560584, "e_homo_ev": -10.309, "mol_weight_da": 429.14, "orbital_gap_ev": 2.639, "symbols": ["O", "V", "O", "Tl", "Cl", "Cl", "Cl", "Cl"], "xyz": [[-1.25081, -2.63278, -2.27793], [-0.61339, -2.09192, -0.89697], [0.36021, -3.12766, -0.28229], [1.41666, 3.49969, -0.26398], [-1.73809, 3.22237, 1.39785], [-2.43449, -1.59092, 0.91326], [0.67221, 0.20626, -0.77790], [3.58769, 2.51497, 2.18797]]}

***

{"formula": "C15H24N4O2S", "method": "ωB97M-V/def2-TZVPD", "total_energy_ha": -1353.715497, "e_homo_ev": -9.288, "mol_weight_da": 324.45, "de_lowest_kcal_mol": 24.9, "orbital_gap_ev": 9.805, "symbols": ["C", "H", "H", "H", "C", "C", "N", "N", "C", "N", "C", "O", "C", "H", "H", "C", "C", "O", "N", "H", "C", "C", "C", "C", "H", "C", "H", "H", "C", "C", "H", "H", "H", "H", "H", "H", "H", "H", "H", "H", "H", "H", "H", "S", "H", "H"], "xyz": [[-5.70694, -1.33215, -0.18563], [-6.25651, -0.39816, -0.25539], [-5.42174, -1.63032, -1.19004], [-6.35324, -2.09405, 0.24241], [-4.46724, -1.15008, 0.68099], [-3.55194, -0.12220, 0.12853], [-3.74270, 0.52662, -0.96023], [-2.78433, 1.39543, -1.26251], [-1.83315, 1.41722, -0.39138], [-0.73618, 2.23196, -0.50213], [0.29392, 2.21053, 0.39581], [0.27381, 1.46768, 1.35499], [1.41174, 3.18022, 0.09148], [1.50529, 3.32251, -0.98676], [1.14333, 4.14117, 0.54091], [2.74716, 2.69742, 0.66894], [3.20949, 1.46435, -0.10718], [3.92050, 1.54571, -1.08827], [2.74064, 0.30480, 0.38855], [2.05306, 0.33980, 1.12834], [2.89839, -0.96586, -0.29767], [1.74172, -1.18162, -1.28675], [0.44110, -1.69266, -0.66682], [0.37106, -3.21787, -0.62235], [0.61264, -3.60771, -1.61437], [1.29115, -3.86286, 0.41033], [1.19839, -4.94775, 0.31420], [0.94927, -3.59578, 1.41348], [2.76610, -3.48260, 0.27803], [3.05950, -2.06120, 0.76097], [4.08215, -2.00809, 1.13984], [2.39682, -1.83864, 1.60100], [3.09738, -3.60844, -0.75307], [3.34476, -4.17654, 0.89228], [-0.65583, -3.51787, -0.39693], [-0.39474, -1.33855, -1.27696], [0.30951, -1.28235, 0.33555], [2.06164, -1.87677, -2.06414], [1.56628, -0.22070, -1.77773], [3.81865, -0.87182, -0.88498], [3.49611, 3.47928, 0.54664], [2.62994, 2.46494, 1.72724], [-0.72016, 2.83725, -1.31113], [-2.04966, 0.31747, 0.94648], [-4.75258, -0.85483, 1.69496], [-3.92017, -2.09420, 0.76275]]}

***

{"formula": "C12H25F3O7SSiY", "method": "ωB97M-V/def2-TZVPD", "total_energy_ha": -2024.170224, "e_homo_ev": -10.625, "mol_weight_da": 487.38, "charge": 1, "de_lowest_kcal_mol": 106.9, "orbital_gap_ev": 6.089, "symbols": ["Y", "C", "C", "O", "C", "C", "O", "C", "C", "O", "C", "C", "O", "H", "H", "H", "H", "H", "H", "H", "H", "H", "H", "H", "H", "H", "H", "H", "H", "F", "C", "F", "F", "S", "O", "O", "O", "C", "Si", "C", "C", "H", "H", "H", "H", "H", "H", "H", "H", "H"], "xyz": [[0.03536, 1.01576, -0.42402], [0.12078, 0.36059, 3.08460], [-0.18716, 1.81492, 2.87760], [-0.82182, 1.97848, 1.58613], [-2.26821, 2.07191, 1.54736], [-2.87846, 0.78286, 1.10373], [-2.27267, 0.49198, -0.18573], [-2.81702, -0.74186, -0.72502], [-1.90855, -1.10902, -1.85028], [-0.56688, -1.22504, -1.36356], [-0.32184, -2.41860, -0.57707], [0.49769, -1.99478, 0.60842], [0.77186, -0.07069, 1.86516], [-0.77718, -0.24454, 3.26666], [0.83436, 0.22368, 3.89686], [0.71582, 2.42465, 2.84597], [-0.83030, 2.21084, 3.66354], [-2.48784, 2.85785, 0.82098], [-2.64828, 2.39840, 2.51397], [-3.95359, 0.93241, 0.97223], [-2.72131, -0.06040, 1.78395], [-3.83059, -0.57106, -1.09552], [-2.85338, -1.48932, 0.07434], [-1.87593, -0.31845, -2.60821], [-2.23587, -2.02145, -2.35152], [0.24534, -3.13785, -1.17043], [-1.26432, -2.85940, -0.25935], [1.50826, -1.72338, 0.32298], [0.51442, -2.75824, 1.38628], [-3.33583, -4.92374, 3.70049], [-3.50082, -3.59771, 3.77135], [-4.67614, -3.28605, 3.22553], [-3.52511, -3.24639, 5.05941], [-2.09536, -2.75498, 2.88953], [-2.37591, -1.32679, 3.27463], [-2.48622, -3.01956, 1.46668], [-0.17357, -0.80916, 1.07876], [1.43633, -0.63045, -3.64575], [2.21927, -0.02315, -2.04212], [3.23890, -1.41377, -1.28459], [3.42091, 1.37730, -2.43180], [2.18851, -1.08338, -4.29880], [0.99041, 0.19680, -4.20524], [0.67227, -1.38187, -3.46069], [4.10897, -1.59652, -1.92256], [2.70030, -2.36083, -1.22587], [3.61695, -1.15491, -0.29348], [4.21974, 1.06023, -3.10954], [3.90337, 1.73587, -1.51926], [2.91587, 2.22062, -2.90938]]}

***

{"formula": "C6H12O", "method": "ωB97M-V/def2-TZVPD", "total_energy_ha": -310.975985, "e_homo_ev": -8.864, "mol_weight_da": 100.16, "de_lowest_kcal_mol": 52.3, "orbital_gap_ev": 9.948, "symbols": ["C", "C", "O", "C", "C", "C", "C", "H", "H", "H", "H", "H", "H", "H", "H", "H", "H", "H", "H"], "xyz": [[-0.81805, 2.56206, 0.27646], [-0.76833, 1.57213, -0.86760], [0.20718, 0.58230, -0.56625], [0.50094, -0.25139, -1.59817], [1.51373, -1.11069, -1.56267], [-0.24982, -2.42063, 1.20477], [-0.12154, -1.71697, 2.32325], [-1.56302, 3.33683, 0.06733], [-1.08875, 2.06252, 1.21144], [0.15661, 3.04099, 0.40772], [-0.49615, 2.08325, -1.80171], [-1.74751, 1.09320, -1.01523], [-0.17091, -0.18144, -2.45556], [1.69092, -1.77049, -2.40385], [2.16594, -1.17873, -0.69801], [-0.42348, -1.93473, 0.24952], [-0.16986, -3.50535, 1.19494], [-0.19268, -0.63173, 2.31487], [0.06495, -2.19124, 3.28407]]}

***

{"formula": "C6H5BrNO3S", "method": "ωB97M-V/def2-TZVPD", "total_energy_ha": -3484.240158, "multiplicity": 3, "e_homo_ev": [-1.201, -5.067], "mol_weight_da": 251.08, "charge": -1, "orbital_gap_ev": [4.348, 6.052], "symbols": ["C", "C", "C", "C", "C", "C", "N", "O", "O", "O", "S", "Br", "H", "H", "H", "H", "H"], "xyz": [[0.99145, 1.03023, -0.36283], [0.70305, -0.08704, 1.74542], [0.66350, 1.27625, -1.64269], [1.42264, 2.49244, -2.12974], [1.83089, 0.97037, 2.13213], [-0.70993, -0.67978, 0.02133], [0.47777, 0.01231, 0.37874], [1.97916, 3.13400, -1.18342], [0.09811, -0.77138, 2.51041], [1.34344, 2.84473, -3.32705], [1.98784, 2.13325, 0.61787], [3.53567, 0.25758, 2.63479], [0.09163, 0.82643, -2.36667], [1.43370, 1.35567, 3.03630], [-0.83910, -1.51988, 0.71084], [-1.67341, -0.13953, -0.07651], [-0.60402, -1.15007, -0.94170]]}